*one*
Molecular formula: C4H31NO12
Method: DFT, wB97M-V/def2-TZVPD

Positions of all 48 atoms, in Å:
N (3.09, 1.29, -0.08)
C (2.26, 0.07, -0.17)
C (0.78, 0.45, -0.01)
C (-0.11, -0.53, -0.79)
C (-1.39, 0.20, -1.20)
O (-1.09, 1.23, -2.12)
O (-2.09, 0.79, -0.12)
H (3.79, 1.38, 0.64)
H (3.51, 1.58, -0.94)
H (2.60, -0.76, 0.45)
H (2.41, -0.31, -1.18)
H (0.53, 0.43, 1.04)
H (0.72, 1.42, -0.47)
H (-0.50, -1.42, -0.31)
H (0.39, -0.75, -1.73)
H (-2.07, -0.55, -1.60)
H (-1.27, 2.12, -1.81)
H (-1.52, 1.17, 0.60)
O (-0.02, 0.00, 3.89)
H (0.15, -0.91, 3.65)
H (-0.46, 0.12, 4.72)
O (1.21, 3.53, 0.34)
H (1.49, 3.99, -0.46)
H (1.76, 2.71, 0.37)
O (1.84, -3.41, -0.23)
H (1.08, -3.02, 0.22)
H (1.94, -4.34, -0.08)
O (-0.87, 2.51, 1.71)
H (-0.42, 3.16, 1.14)
H (-0.20, 1.95, 2.10)
O (2.28, -0.77, 2.72)
H (1.89, -0.11, 3.29)
H (1.60, -1.23, 2.19)
O (0.21, -2.36, 1.89)
H (-0.66, -1.98, 1.69)
H (0.20, -2.91, 2.67)
O (0.77, 2.15, -3.78)
H (0.97, 1.31, -3.37)
H (-0.18, 2.28, -3.78)
O (-1.91, -3.24, -0.03)
H (-2.53, -3.15, 0.69)
H (-2.22, -3.73, -0.79)
O (-1.79, 0.04, -4.41)
H (-1.57, -0.89, -4.53)
H (-1.23, 0.42, -3.71)
O (-2.99, -1.29, 1.37)
H (-3.28, -0.70, 2.08)
H (-2.89, -0.58, 0.69)

Results
- Gap between HOMO and LUMO: 0.3507 hartree
- E_HOMO: -9.597 eV
- Structure (SMILES): NCCCC(O)O.O.O.O.O.O.O.O.O.O.O
- Multiplicity: 1

***

*two*
Molecular formula: C4H31NO12
Method: DFT, wB97M-V/def2-TZVPD

Positions of all 48 atoms, in Å:
C (0.13, 0.22, -0.88)
C (-1.01, 1.22, -1.03)
O (-1.47, 1.43, -2.29)
C (-0.46, 2.62, -0.46)
N (-1.39, 3.67, -0.41)
C (-0.27, 2.08, 1.13)
O (1.15, 1.80, 1.26)
H (0.04, -0.13, 0.18)
H (1.01, 0.76, -0.84)
H (0.26, -0.58, -1.66)
H (-2.04, 1.02, -0.41)
H (-0.71, 1.83, -2.83)
H (0.61, 2.86, -0.73)
H (-2.35, 3.29, -0.12)
H (-1.47, 4.06, -1.28)
H (-0.39, 2.84, 1.95)
H (-0.75, 1.29, 1.58)
H (1.43, 1.07, 1.82)
O (3.42, 2.99, 0.27)
H (2.52, 2.56, 0.27)
H (3.92, 2.24, 0.69)
O (0.55, -3.59, -0.03)
H (0.43, -3.18, 0.79)
H (0.00, -4.33, 0.01)
O (0.66, -1.93, 2.89)
H (1.34, -1.38, 3.28)
H (0.39, -2.35, 3.71)
O (-3.04, -0.78, 2.71)
H (-2.46, -1.36, 3.12)
H (-2.50, -0.27, 2.16)
O (2.23, -2.11, -1.79)
H (2.75, -2.95, -1.89)
H (1.47, -2.35, -1.28)
O (2.55, -0.29, 2.43)
H (2.73, -0.85, 1.58)
H (3.30, -0.25, 2.82)
O (-1.98, -1.40, -2.63)
H (-1.60, -1.88, -3.40)
H (-2.01, -0.48, -2.85)
O (-2.36, -0.90, -0.17)
H (-3.33, -0.69, -0.06)
H (-2.01, -1.33, -1.00)
O (-2.09, -2.87, 1.47)
H (-2.13, -2.33, 0.64)
H (-3.03, -2.77, 1.79)
O (2.70, 0.52, -3.14)
H (3.19, 0.49, -2.36)
H (2.04, -0.21, -3.18)

Results
- Gap between HOMO and LUMO: 0.3191 hartree
- E_HOMO: -8.736 eV
- Structure (SMILES): C[C@H](O)[C@@H](N)CO.O.O.O.O.O.O.O.O.O.O
- Multiplicity: 1

***

So which one is most stable? That would be *one*, about 0.1352 hartree below the next structure.

***

*one*
Molecular formula: CH8N2O
Method: DFT, wB97M-V/def2-TZVPD

Positions of all 12 atoms, in Å:
N (0.43, -0.21, 1.93)
C (0.16, 0.24, 0.58)
N (-0.16, -0.84, -0.40)
H (0.32, -1.21, 2.03)
H (1.40, -0.09, 2.22)
H (0.99, 0.83, 0.19)
H (-0.65, 0.97, 0.56)
H (-0.99, -1.27, 0.01)
H (0.57, -1.51, -0.27)
O (-1.07, 1.06, -2.43)
H (-0.74, 0.50, -1.73)
H (-0.26, 1.53, -2.70)

Results
- Gap between HOMO and LUMO: 0.3853 hartree
- E_HOMO: -9.655 eV
- Structure (SMILES): NCN.O
- Multiplicity: 1

***

*two*
Molecular formula: CH8N2O
Method: DFT, wB97M-V/def2-TZVPD

Positions of all 12 atoms, in Å:
N (-0.46, -1.32, 2.04)
H (-1.23, -0.99, 1.47)
H (-0.47, -2.33, 2.01)
H (0.93, 2.00, 1.74)
H (0.31, -1.05, 1.43)
N (-1.06, 0.64, -1.31)
C (0.26, 0.71, -1.12)
O (1.05, -0.11, -0.53)
H (-1.50, -0.01, -0.65)
H (1.67, 1.98, 1.85)
H (0.24, 1.36, -0.17)
H (0.70, 1.25, -1.98)

Results
- Gap between HOMO and LUMO: 0.2882 hartree
- E_HOMO: -10.155 eV
- Multiplicity: 1

***

So which one is most stable? That would be *one*, about 0.1924 hartree below the next structure.

***

*one*
Molecular formula: C5H3N
Method: DFT, wB97M-V/def2-TZVPD

Positions of all 9 atoms, in Å:
C (0.77, -1.01, -1.87)
C (0.22, -1.11, -0.77)
C (-0.49, -1.18, 0.44)
C (-0.71, 0.02, 1.07)
C (-0.19, 1.27, 0.64)
N (0.42, 2.22, 0.40)
H (1.14, -1.14, -2.86)
H (-0.66, -2.27, 0.86)
H (-1.06, -0.06, 2.08)

Results
- Gap between HOMO and LUMO: 0.3353 hartree
- E_HOMO: -9.634 eV
- Structure (SMILES): C#C/C=C\C#N
- Multiplicity: 1

***

*two*
Molecular formula: C5H3N
Method: DFT, wB97M-V/def2-TZVPD

Positions of all 9 atoms, in Å:
C (0.11, 0.87, -0.06)
C (1.68, 0.12, -1.34)
C (0.79, -0.42, -0.54)
C (-0.86, 0.73, 0.80)
C (-0.05, -2.78, -0.32)
N (0.33, -1.68, -0.29)
H (0.43, 1.89, -0.43)
H (-1.44, 1.62, 1.04)
H (-0.99, -0.36, 1.14)

Results
- Gap between HOMO and LUMO: 0.3352 hartree
- E_HOMO: -9.969 eV
- Multiplicity: 1

***

So which one is most stable? That would be *one*, about 0.1199 hartree below the next structure.

***

*one*
Molecular formula: C5H3N
Method: DFT, wB97M-V/def2-TZVPD

Positions of all 9 atoms, in Å:
C (0.29, -0.45, -0.99)
C (-0.81, 0.35, -0.80)
C (-1.43, 1.44, -0.18)
C (0.85, -0.28, 0.43)
C (-0.55, 0.38, 0.67)
N (-1.60, 0.84, 1.18)
H (0.61, -1.24, -1.79)
H (0.89, -1.27, 0.97)
H (1.75, 0.24, 0.50)

Results
- Gap between HOMO and LUMO: 0.3085 hartree
- E_HOMO: -8.578 eV
- Multiplicity: 1

***

*two*
Molecular formula: C5H3N
Method: DFT, wB97M-V/def2-TZVPD

Positions of all 9 atoms, in Å:
C (0.23, -0.96, -0.16)
C (1.33, -0.07, -0.03)
C (-0.91, 1.05, -0.07)
C (-1.09, -0.39, -0.07)
C (2.28, 0.69, 0.00)
N (-0.42, 2.10, -0.03)
H (-1.84, -0.97, -0.69)
H (-1.36, -0.57, 0.97)
H (3.22, 1.14, -0.11)

Results
- Gap between HOMO and LUMO: 0.2741 hartree
- E_HOMO: -8.985 eV
- Multiplicity: 1

***

*three*
Molecular formula: C5H3N
Method: DFT, wB97M-V/def2-TZVPD

Positions of all 9 atoms, in Å:
C (1.25, -1.90, -0.52)
C (0.16, -1.44, -0.22)
C (-1.06, -0.67, -0.09)
C (-1.20, 0.63, 0.13)
C (0.02, 1.40, 0.29)
N (0.99, 2.03, 0.44)
H (2.16, -2.41, -0.67)
H (-1.98, -1.21, -0.24)
H (-2.16, 1.20, 0.28)

Results
- Gap between HOMO and LUMO: 0.3564 hartree
- E_HOMO: -9.952 eV
- Structure (SMILES): C#C/C=C\C#N
- Multiplicity: 1

***

*four*
Molecular formula: C5H3N
Method: DFT, wB97M-V/def2-TZVPD

Positions of all 9 atoms, in Å:
C (2.15, -0.02, 0.12)
C (0.78, -0.27, -0.21)
C (-1.57, 1.25, 0.11)
C (-0.47, -0.97, -0.04)
C (1.14, 1.03, -0.12)
N (-1.39, 0.14, -0.09)
H (-0.84, -1.87, -0.58)
H (-0.54, -1.27, 0.97)
H (0.74, 1.98, -0.17)

Results
- Gap between HOMO and LUMO: 0.3595 hartree
- E_HOMO: -9.313 eV
- Multiplicity: 1

***

So which one is most stable? That would be *three*, about 0.1151 hartree below the next structure.

***

*one*
Molecular formula: C2H7N3O2
Method: DFT, wB97M-V/def2-TZVPD

Positions of all 14 atoms, in Å:
C (1.33, -0.51, 3.73)
C (0.55, 0.65, -0.47)
N (-0.73, 1.29, -0.15)
N (0.93, -0.50, 0.48)
N (-0.15, -1.36, 0.63)
O (2.13, 0.27, 3.95)
O (0.60, -1.32, 3.34)
H (1.27, 1.42, -0.37)
H (0.47, 0.26, -1.49)
H (-1.39, 0.48, -0.06)
H (-0.69, 1.58, 0.80)
H (-0.57, -1.71, -0.29)
H (0.07, -2.07, 1.32)
H (-1.06, -0.83, 1.17)

Results
- Gap between HOMO and LUMO: 0.2754 hartree
- E_HOMO: -7.231 eV
- Multiplicity: 1

***

*two*
Molecular formula: C2H7N3O2
Method: DFT, wB97M-V/def2-TZVPD

Positions of all 14 atoms, in Å:
C (-1.72, 0.49, -0.79)
C (-0.39, -1.21, 0.31)
N (1.32, -0.87, -0.53)
N (1.95, 0.02, -0.12)
N (-0.99, 0.03, 0.42)
O (3.02, 0.51, -0.47)
O (1.50, 0.71, 1.30)
H (-2.16, 1.54, -0.66)
H (-1.04, 0.56, -1.57)
H (-2.46, -0.15, -1.21)
H (-0.74, -2.06, -0.42)
H (0.03, -1.69, 1.23)
H (-0.52, 0.77, 0.98)
H (2.19, 1.35, 1.54)

Results
- Gap between HOMO and LUMO: 0.3564 hartree
- E_HOMO: -9.213 eV
- Multiplicity: 1

***

So which one is most stable? That would be *one*, about 0.1036 hartree below the next structure.

***

*one*
Molecular formula: C5H10NO3P
Method: DFT, wB97M-V/def2-TZVPD

Positions of all 20 atoms, in Å:
C (2.05, -1.26, -0.87)
C (1.18, -0.77, 0.34)
O (0.20, -1.69, 0.70)
C (-1.04, -1.46, 0.24)
O (-1.94, -2.19, 0.40)
N (-1.10, -0.26, -0.45)
P (-2.56, 0.70, -0.50)
C (0.40, 0.46, -0.15)
C (0.20, 1.52, 0.89)
O (-0.57, 2.65, 0.23)
H (2.86, -1.94, -0.66)
H (2.58, -0.40, -1.43)
H (1.28, -1.83, -1.52)
H (1.74, -0.69, 1.33)
H (-2.54, 0.90, 0.88)
H (-3.58, -0.44, -0.42)
H (0.65, 0.88, -1.10)
H (1.15, 2.00, 1.09)
H (-0.43, 1.24, 1.73)
H (-0.54, 2.59, -0.71)

Results
- Gap between HOMO and LUMO: 0.3744 hartree
- E_HOMO: -9.530 eV
- Structure (SMILES): C[C@@H]1OC(=O)N(P)[C@H]1CO
- Multiplicity: 1

***

*two*
Molecular formula: C5H10NO3P
Method: DFT, wB97M-V/def2-TZVPD

Positions of all 20 atoms, in Å:
C (-0.67, 1.94, -0.42)
C (0.82, -2.42, -1.39)
C (0.64, -0.88, -1.19)
C (-0.51, -0.59, -0.20)
C (-0.30, 0.84, 0.55)
N (0.87, 0.98, 1.39)
O (-0.43, 2.21, -1.54)
O (-1.81, 2.45, 0.17)
O (-1.45, 2.09, 2.82)
P (-1.89, 1.28, 1.45)
H (1.52, -2.81, -0.75)
H (-0.12, -2.93, -1.17)
H (0.96, -2.74, -2.43)
H (0.61, -0.49, -2.16)
H (1.71, -0.59, -0.84)
H (-1.43, -0.54, -0.73)
H (-0.62, -1.41, 0.52)
H (-0.51, 2.30, 2.66)
H (0.79, 0.38, 2.23)
H (1.83, 0.94, 1.03)

Results
- Gap between HOMO and LUMO: 0.3829 hartree
- E_HOMO: -9.853 eV
- Multiplicity: 1

***

So which one is most stable? That would be *two*, about 0.0624 hartree below the next structure.